Entry 1:
Molecular formula: C23H41ClNO19
Method: DFT, ωB97M-V/def2-TZVPD

```
85
Properties=species:S:1:pos:R:3:lowdin_charge:R:1
O -2.474 -1.737 4.650 0.10
C -2.083 -1.115 5.790 -0.29
C -2.957 -0.421 6.598 0.06
C -2.471 0.163 7.762 0.03
C -1.124 0.055 8.082 -0.03
C -0.293 -0.640 7.229 -0.64
Cl 1.373 -0.821 7.514 0.84
N -0.776 -1.213 6.106 0.16
H -2.700 -2.643 4.916 0.16
H -3.997 -0.344 6.328 0.14
H -3.140 0.690 8.425 0.14
H -0.693 0.500 8.963 0.13
H -0.135 -1.719 5.502 0.17
C 1.245 -2.979 -0.578 0.01
O 1.524 -2.165 0.577 -0.03
C 0.451 -1.707 1.200 -0.60
O -0.698 -1.905 0.902 0.11
O 0.857 -0.964 2.239 0.01
C -0.216 -0.388 2.978 -0.04
H 2.200 -3.289 -0.991 0.11
H 0.683 -3.867 -0.296 0.09
H 0.705 -2.409 -1.331 0.10
H -0.866 -1.167 3.392 0.06
H -0.802 0.285 2.355 0.11
H 0.239 0.190 3.784 0.09
C 3.321 -0.285 -0.517 -0.04
O 3.877 1.034 -0.528 0.01
C 3.114 1.928 -1.157 -0.62
O 2.050 1.701 -1.675 0.12
O 3.726 3.107 -1.109 0.01
C 3.013 4.171 -1.753 -0.03
H 4.018 -0.922 0.020 0.10
H 2.374 -0.281 -0.011 0.07
H 3.212 -0.655 -1.537 0.11
H 2.048 4.330 -1.276 0.10
H 2.882 3.960 -2.812 0.10
H 3.614 5.069 -1.645 0.09
C -1.997 -1.190 -1.621 -0.03
O -1.919 -1.856 -2.886 0.01
C -2.407 -1.166 -3.916 -0.62
O -2.885 -0.060 -3.874 0.12
O -2.272 -1.911 -5.011 0.01
C -2.755 -1.295 -6.207 -0.04
H -1.571 -1.855 -0.882 0.05
H -1.422 -0.263 -1.640 0.11
H -3.034 -0.989 -1.357 0.09
H -2.206 -0.378 -6.415 0.10
H -3.820 -1.088 -6.130 0.10
H -2.585 -2.004 -7.012 0.09
C 2.392 -9.457 -1.009 -0.03
O 1.900 -9.027 0.266 0.01
C 1.805 -7.711 0.401 -0.62
O 2.086 -6.885 -0.428 0.12
O 1.336 -7.448 1.626 0.01
C 1.191 -6.057 1.887 -0.05
H 2.419 -10.542 -0.980 0.10
H 1.725 -9.134 -1.806 0.10
H 3.397 -9.077 -1.179 0.10
H 0.481 -5.610 1.193 0.08
H 2.153 -5.550 1.824 0.10
H 0.807 -5.961 2.900 0.09
C -6.568 1.747 2.639 -0.05
O -6.207 2.346 1.399 0.00
C -5.881 1.470 0.441 -0.62
O -5.871 0.272 0.565 0.12
O -5.576 2.152 -0.653 0.02
C -5.214 1.343 -1.781 -0.02
H -6.806 2.560 3.320 0.09
H -7.443 1.111 2.521 0.10
H -5.737 1.169 3.044 0.09
H -6.042 0.700 -2.072 0.10
H -4.332 0.750 -1.563 0.07
H -4.986 2.021 -2.598 0.10
C 6.770 7.529 -3.236 -0.04
O 6.027 8.239 -4.229 0.01
C 4.729 7.945 -4.259 -0.62
O 4.166 7.159 -3.541 0.11
O 4.161 8.669 -5.220 0.01
C 2.756 8.455 -5.370 -0.04
H 7.800 7.862 -3.323 0.09
H 6.400 7.762 -2.239 0.10
H 6.723 6.457 -3.415 0.10
H 2.227 8.725 -4.457 0.10
H 2.552 7.419 -5.633 0.10
H 2.428 9.101 -6.178 0.09
```

orbital gap: 7.11 eV
charge: +1
HOMO: -12.06 eV
LUMO energy: -4.96 eV

---

Entry 2:
Molecular formula: C23H41ClP2Ru
Method: DFT, ωB97M-V/def2-TZVPD

```
68
Properties=species:S:1:pos:R:3:mulliken_spin:R:1
Ru 0.484 -0.284 1.397 3.37
C -1.388 -0.591 3.595 0.15
C -0.932 -1.487 2.548 0.04
C 0.791 -1.104 4.094 0.13
C -0.322 -0.347 4.479 0.14
C 0.477 -1.807 2.860 0.32
C -2.788 -0.169 3.817 -0.01
H -3.383 -0.232 2.900 0.00
H -2.845 0.866 4.189 0.01
H -3.284 -0.803 4.572 0.02
C -0.382 0.496 5.705 0.02
H -1.251 1.158 5.683 0.00
H 0.519 1.118 5.786 0.00
H -0.443 -0.111 6.619 0.00
C 2.062 -1.214 4.836 0.00
H 1.974 -1.871 5.716 0.03
H 2.389 -0.229 5.201 0.01
H 2.848 -1.623 4.192 0.00
C 1.174 -3.023 2.388 0.01
H 1.027 -3.861 3.081 0.01
H 2.249 -2.821 2.311 0.01
H 0.799 -3.310 1.401 0.01
C -1.825 -2.382 1.767 0.02
H -2.081 -3.289 2.339 0.01
H -1.335 -2.694 0.842 0.01
H -2.767 -1.879 1.520 0.00
C -0.541 1.875 0.875 -0.10
C -1.742 1.192 0.860 0.14
C -2.284 0.433 -0.303 0.02
C -1.330 -0.483 -1.133 0.01
C 0.031 -0.873 -0.586 -0.12
C 1.255 -0.124 -0.772 0.20
C 1.434 1.379 -0.763 -0.07
C 0.212 2.244 -0.391 0.08
H -2.779 1.138 -1.000 0.00
H -1.223 -0.045 -2.151 0.00
H -3.103 -0.211 0.064 0.00
H -0.526 2.268 -1.222 0.00
H -0.262 2.450 1.781 0.01
H -2.369 1.212 1.766 0.00
H 0.580 3.283 -0.271 0.00
H 2.235 1.620 -0.044 0.00
H 2.188 -0.714 -0.733 0.03
H 1.837 1.724 -1.725 0.00
H -1.874 -1.423 -1.321 0.00
H 0.210 -1.954 -0.664 0.04
P -0.496 1.653 -3.312 -0.01
C -0.650 3.418 -3.788 0.00
C -1.670 0.921 -4.525 0.00
P 1.775 -0.383 -3.257 0.14
C 1.132 1.199 -4.025 0.01
C 1.086 -1.574 -4.484 0.02
C 3.487 -0.269 -3.899 0.02
H 0.200 3.993 -3.396 0.00
H -1.580 3.815 -3.352 0.00
H -0.694 3.516 -4.883 0.00
H -1.486 1.362 -5.517 0.00
H -2.692 1.175 -4.206 0.00
H -1.580 -0.173 -4.581 0.00
H 3.473 0.055 -4.953 0.00
H 3.960 -1.258 -3.819 0.00
H 4.052 0.456 -3.297 0.00
H 1.858 2.014 -3.843 0.01
H 1.030 1.064 -5.118 0.00
H 1.732 -2.464 -4.494 0.00
H 1.085 -1.110 -5.485 0.00
H 0.066 -1.865 -4.196 0.00
Cl 2.196 0.954 2.325 0.25
```

orbital gap (alpha / beta): 7.93 / 5.93 eV
charge: +1
spin multiplicity: 6
HOMO (alpha / beta): -9.94 / -10.74 eV
relative energy (zero: lowest compared OMol25 entry of this formula, charge and spin): 0.0000 eV
LUMO energy (alpha / beta): -2.00 / -4.82 eV

---

Which value of charge does entry 1 give? +1

---

Copy entry 2 word for word.
Molecular formula: C23H41ClP2Ru
Method: DFT, ωB97M-V/def2-TZVPD

```
68
Properties=species:S:1:pos:R:3:mulliken_spin:R:1
Ru 0.484 -0.284 1.397 3.37
C -1.388 -0.591 3.595 0.15
C -0.932 -1.487 2.548 0.04
C 0.791 -1.104 4.094 0.13
C -0.322 -0.347 4.479 0.14
C 0.477 -1.807 2.860 0.32
C -2.788 -0.169 3.817 -0.01
H -3.383 -0.232 2.900 0.00
H -2.845 0.866 4.189 0.01
H -3.284 -0.803 4.572 0.02
C -0.382 0.496 5.705 0.02
H -1.251 1.158 5.683 0.00
H 0.519 1.118 5.786 0.00
H -0.443 -0.111 6.619 0.00
C 2.062 -1.214 4.836 0.00
H 1.974 -1.871 5.716 0.03
H 2.389 -0.229 5.201 0.01
H 2.848 -1.623 4.192 0.00
C 1.174 -3.023 2.388 0.01
H 1.027 -3.861 3.081 0.01
H 2.249 -2.821 2.311 0.01
H 0.799 -3.310 1.401 0.01
C -1.825 -2.382 1.767 0.02
H -2.081 -3.289 2.339 0.01
H -1.335 -2.694 0.842 0.01
H -2.767 -1.879 1.520 0.00
C -0.541 1.875 0.875 -0.10
C -1.742 1.192 0.860 0.14
C -2.284 0.433 -0.303 0.02
C -1.330 -0.483 -1.133 0.01
C 0.031 -0.873 -0.586 -0.12
C 1.255 -0.124 -0.772 0.20
C 1.434 1.379 -0.763 -0.07
C 0.212 2.244 -0.391 0.08
H -2.779 1.138 -1.000 0.00
H -1.223 -0.045 -2.151 0.00
H -3.103 -0.211 0.064 0.00
H -0.526 2.268 -1.222 0.00
H -0.262 2.450 1.781 0.01
H -2.369 1.212 1.766 0.00
H 0.580 3.283 -0.271 0.00
H 2.235 1.620 -0.044 0.00
H 2.188 -0.714 -0.733 0.03
H 1.837 1.724 -1.725 0.00
H -1.874 -1.423 -1.321 0.00
H 0.210 -1.954 -0.664 0.04
P -0.496 1.653 -3.312 -0.01
C -0.650 3.418 -3.788 0.00
C -1.670 0.921 -4.525 0.00
P 1.775 -0.383 -3.257 0.14
C 1.132 1.199 -4.025 0.01
C 1.086 -1.574 -4.484 0.02
C 3.487 -0.269 -3.899 0.02
H 0.200 3.993 -3.396 0.00
H -1.580 3.815 -3.352 0.00
H -0.694 3.516 -4.883 0.00
H -1.486 1.362 -5.517 0.00
H -2.692 1.175 -4.206 0.00
H -1.580 -0.173 -4.581 0.00
H 3.473 0.055 -4.953 0.00
H 3.960 -1.258 -3.819 0.00
H 4.052 0.456 -3.297 0.00
H 1.858 2.014 -3.843 0.01
H 1.030 1.064 -5.118 0.00
H 1.732 -2.464 -4.494 0.00
H 1.085 -1.110 -5.485 0.00
H 0.066 -1.865 -4.196 0.00
Cl 2.196 0.954 2.325 0.25
```

orbital gap (alpha / beta): 7.93 / 5.93 eV
charge: +1
spin multiplicity: 6
HOMO (alpha / beta): -9.94 / -10.74 eV
relative energy (zero: lowest compared OMol25 entry of this formula, charge and spin): 0.0000 eV
LUMO energy (alpha / beta): -2.00 / -4.82 eV